ORCA calculation (ωB97M-V with the def2-TZVPD basis set) on a structure of composition C54H74N5O4SSbV at a distorted geometry.

Each line ends with the Löwdin charge.
Positions of all 140 atoms, in Å:
V -0.1982 0.3154 0.9128  1.056
C -2.5672 6.2393 2.0426  -0.092
C -1.1297 5.9025 1.6277  -0.186
C -0.7171 4.5254 2.0312  -0.137
C 0.0553 4.1507 3.0659  -0.136
C 0.7121 5.0131 4.0946  -0.197
C -0.1002 5.1124 5.3911  -0.096
C 0.1970 2.6959 2.9812  -0.235
C 1.0240 1.9666 3.7859  0.026
C 1.2987 0.5894 3.6392  -0.241
C 2.1679 -0.1588 4.4655  -0.149
C 3.0304 0.3974 5.5554  -0.201
C 2.3294 0.4582 6.9189  -0.100
C 2.0783 -1.4759 4.0328  -0.169
C 1.1611 -1.4767 2.9611  -0.256
C 0.7134 -2.6313 2.2686  0.018
C -0.2653 -2.6610 1.3316  -0.242
N -1.0061 -1.5723 0.8996  0.015
C -1.9154 -2.0749 -0.0175  -0.231
C -2.8434 -1.3614 -0.7018  0.009
C -2.9337 0.0548 -0.7173  -0.261
N -2.0122 0.8690 -0.1216  0.052
C -2.3986 2.1433 -0.4248  -0.255
C -1.8900 3.2988 0.2141  0.033
C -1.0939 3.3085 1.3158  -0.241
N -0.5427 2.2070 1.9326  0.058
C -3.5457 2.1414 -1.2506  -0.159
C -3.9057 0.8093 -1.4159  -0.155
C -5.1676 0.2791 -2.0373  -0.191
C -5.1881 0.2524 -3.5701  -0.094
C -4.2417 3.3632 -1.7699  -0.198
C -5.3246 3.8893 -0.8173  -0.096
C -1.7320 -3.5202 -0.1542  -0.133
C -0.7202 -3.8733 0.6586  -0.132
C -0.1183 -5.2263 0.8642  -0.191
C -0.6422 -5.9249 2.1254  -0.093
C -2.5376 -4.3937 -1.0617  -0.195
C -3.8620 -4.8415 -0.4317  -0.093
N 0.7056 -0.2120 2.7053  0.043
C 2.7990 -2.6773 4.5613  -0.203
C 1.9983 -3.4538 5.6142  -0.096
H -2.8606 7.2337 1.6951  0.062
H -2.6693 6.2106 3.1298  0.062
H -3.2657 5.5108 1.6284  0.055
H -0.4456 6.6289 2.0731  0.098
H -1.0257 5.9975 0.5437  0.112
H 0.8634 6.0145 3.6840  0.098
H 1.7055 4.6186 4.3229  0.101
H -1.0751 5.5641 5.1964  0.061
H 0.4151 5.7198 6.1407  0.059
H -0.2721 4.1196 5.8106  0.069
H 1.5451 2.4913 4.5777  0.094
H 3.3582 1.4027 5.2784  0.101
H 3.9361 -0.2106 5.6444  0.097
H 1.4251 1.0659 6.8522  0.067
H 2.9783 0.8863 7.6894  0.058
H 2.0307 -0.5414 7.2410  0.054
H 1.1828 -3.5735 2.5271  0.100
H -3.5468 -1.9125 -1.3147  0.093
H -2.2396 4.2563 -0.1524  0.103
H -6.0101 0.8873 -1.6886  0.096
H -5.3519 -0.7313 -1.6644  0.095
H -4.9376 1.2313 -3.9834  0.062
H -6.1761 -0.0309 -3.9459  0.062
H -4.4572 -0.4585 -3.9538  0.041
H -4.6965 3.1414 -2.7394  0.094
H -3.5037 4.1499 -1.9454  0.100
H -6.1185 3.1498 -0.6916  0.061
H -5.7781 4.8126 -1.1916  0.060
H -4.8982 4.0881 0.1674  0.060
H 0.9690 -5.1300 0.9275  0.106
H -0.3291 -5.8520 -0.0067  0.098
H -0.5008 -5.2897 3.0011  0.063
H -0.1273 -6.8734 2.2995  0.061
H -1.7114 -6.1277 2.0340  0.060
H -1.9507 -5.2749 -1.3329  0.098
H -2.7444 -3.8582 -1.9920  0.097
H -3.6784 -5.3881 0.4955  0.061
H -4.4259 -5.4899 -1.1078  0.061
H -4.4809 -3.9766 -0.1877  0.068
H 3.7560 -2.3662 4.9921  0.101
H 3.0359 -3.3558 3.7353  0.087
H 1.7847 -2.8224 6.4786  0.056
H 2.5409 -4.3391 5.9615  0.060
H 1.0428 -3.7778 5.1973  0.065
C 5.9721 -5.1634 -0.2669  -0.072
C 5.1817 -3.8797 -0.2750  -0.294
C 5.0395 -3.1342 -1.4374  -0.055
C 4.2996 -1.9554 -1.4475  -0.060
C 3.6964 -1.5052 -0.2868  -0.238
C 3.8631 -2.2205 0.8953  -0.039
C 4.5933 -3.3958 0.8948  -0.047
S 2.6166 -0.0799 -0.3492  0.603
O 1.2759 -0.7740 -0.1641  -0.456
O 2.8024 0.4371 -1.7063  -0.363
N 3.0730 0.7637 0.8261  -0.180
C 2.9271 2.2129 0.7001  -0.183
C 1.6372 2.7053 0.0178  -0.641
O 1.5127 3.8949 -0.2435  0.028
O 0.7972 1.7778 -0.2833  -0.213
H 5.9576 -5.6396 -1.2484  0.067
H 5.5667 -5.8684 0.4608  0.068
H 7.0181 -4.9845 -0.0020  0.072
H 5.4944 -3.4875 -2.3576  0.102
H 4.1775 -1.3805 -2.3557  0.100
H 3.4240 -1.8307 1.8062  0.095
H 4.7011 -3.9600 1.8165  0.100
H 3.7556 2.6591 0.1410  0.104
H 2.9387 2.6420 1.7040  0.098
C 1.4508 -2.3942 -3.5114  -0.172
C 1.4832 -1.0110 -4.1710  -0.557
C 1.4497 -1.1437 -5.6896  -0.160
Sb 0.0221 0.2431 -3.1111  1.630
C 0.7467 2.2185 -3.6505  -0.554
C -0.3877 3.2199 -3.4596  -0.150
C 1.4418 2.3520 -5.0014  -0.151
C -1.6482 0.0633 -4.5530  -0.561
C -1.5875 0.6213 -5.9736  -0.152
C -2.0523 -1.4151 -4.5665  -0.184
H 2.3484 -2.9765 -3.7580  0.064
H 0.5807 -2.9641 -3.8553  0.059
H 1.3894 -2.3293 -2.4222  0.048
H 2.4150 -0.5169 -3.8861  0.051
H 0.5429 -1.6430 -6.0367  0.047
H 2.2990 -1.7531 -6.0311  0.066
H 1.5123 -0.1797 -6.1941  0.044
H 1.4876 2.3914 -2.8666  0.062
H -1.2425 3.0103 -4.1119  0.053
H -0.0421 4.2397 -3.6717  0.071
H -0.7354 3.2001 -2.4241  0.053
H 0.7857 2.1109 -5.8394  0.046
H 2.3137 1.6969 -5.0575  0.059
H 1.7953 3.3825 -5.1446  0.066
H -2.4297 0.6119 -4.0163  0.043
H -0.7823 0.1767 -6.5601  0.047
H -1.4452 1.7029 -5.9803  0.047
H -2.5285 0.4122 -6.5048  0.063
H -1.3165 -2.0231 -5.0987  0.046
H -3.0159 -1.5688 -5.0722  0.056
H -2.1350 -1.8164 -3.5515  0.046

Cartesian forces (eV/Å) of the 3 atoms listed first:
-0.1 1.2 -0.7
0.0 0.0 0.0
-0.1 0.0 0.0

The maximum force is 0.0276 Eh/bohr. For the gap between HOMO and LUMO (spin up / spin down), the calculation gives 4.08 / 5.46 eV. The molar mass comes out at 1061.99 g/mol. As for the charge: -2. For the energy, the calculation gives -115905.4487 eV. As for the expectation value of S²: 3.81. As for the multiplicity: 4.